C4H7NO2 | wB97M-V/def2-TZVPD

```
14
Properties=species:S:1:pos:R:3:mulliken_charge:R:1
O -1.37867 0.36839 -2.76151 -0.612
C -0.73041 -0.24346 -1.90884 0.541
O -0.74515 -1.49114 -1.73465 -0.484
C 0.37643 0.38536 -0.97817 -0.544
N 0.40555 -0.42562 0.31003 -0.324
C 0.97444 -0.10323 1.55754 -0.238
C -0.48458 0.23527 1.34801 -0.534
H -0.43756 -1.43703 -0.61760 0.530
H 1.25630 0.38334 -1.51297 0.369
H 0.08036 1.39202 -0.71171 0.323
H 1.39002 -0.85478 2.36193 0.255
H 1.44878 0.91511 1.44305 0.272
H -1.18659 -0.40652 1.90543 0.234
H -0.96892 1.28230 1.29947 0.211
```

Output
Energy above the lowest of the compared OMol25 structures with the same formula, charge and spin ... 343.1 kJ/mol
Multiplicity ... 1
SMILES string ... O=C(O)CN1CC1
Orbital gap ... 10.59 eV
Largest force on an atom ... 4.77 eV Å⁻¹